1.
A structure of composition C18H30NO5P2Yb, computed with ωB97M-V/def2-TZVPD.

```
! RIJCOSX wB97M-V def2-TZVPD def2/J DEFGRID3
* xyz 0 2
Yb 0.485 0.213 -0.545
P 2.509 -1.645 0.817
P -2.191 -0.085 -1.424
O -2.187 1.335 2.995
O -0.456 1.422 1.100
O 3.266 0.393 -2.309
O 1.464 2.155 -1.500
O 0.760 3.265 0.767
N 0.366 -1.984 -1.557
C 1.535 -2.660 -1.661
C -0.741 -2.545 -2.078
C 2.716 -2.096 -0.911
C -0.525 4.604 2.851
C -2.923 0.446 -2.989
C 2.748 -3.021 1.898
C -0.895 3.308 2.526
C -3.741 -0.321 -0.486
C -2.263 4.654 4.533
C 1.683 -3.810 -2.415
C -1.934 2.633 3.245
C -2.625 3.346 4.229
C -2.057 -1.923 -1.711
C 3.969 -0.662 0.972
C -1.207 5.283 3.858
C -0.146 2.667 1.403
C 0.558 -4.379 -2.991
C -0.672 -3.738 -2.801
H -1.588 1.100 2.215
H -2.824 5.183 5.307
H 2.103 -3.860 1.659
H -3.186 1.503 -2.858
H 1.111 -1.325 1.110
H 4.029 -0.101 1.909
H -3.760 -1.223 0.135
H -4.626 -0.411 -1.130
H 3.790 -3.295 1.786
H 0.294 5.074 2.304
H 3.488 -2.880 -0.789
H 0.547 1.944 -1.828
H 4.120 -0.003 0.107
H 4.778 -1.415 0.962
H 3.230 0.281 -3.291
H 1.335 2.682 -0.626
H 3.141 -1.189 -1.487
H -3.927 0.496 0.205
H -1.099 1.102 -1.677
H -2.388 -2.417 -0.782
H -1.592 -4.177 -3.198
H 2.582 -2.713 2.932
H -3.438 2.825 4.741
H -2.126 0.394 -3.736
H -2.808 -2.214 -2.468
H 2.709 1.199 -2.093
H 2.690 -4.253 -2.493
H 0.645 -5.303 -3.569
H -3.802 -0.149 -3.286
H -0.925 6.290 4.121
*
```

ΔE to the lowest compared entry with this formula, charge and spin: 97.5 kcal per mole
DFT total energy: -80984.13531 eV
Lowest unoccupied orbital energy (alpha / beta): 0.00483 / 0.00377 Eh

2.
The molecule C18H30O2, computed with ωB97M-V/def2-TZVPD.

```
! RIJCOSX wB97M-V def2-TZVPD def2/J DEFGRID3
* xyz 0 1
O -0.110 1.802 -0.511
O -1.996 2.644 0.316
C -1.706 0.445 2.929
C 2.486 1.370 2.060
C -1.754 2.703 -2.030
C -2.925 1.774 -2.395
C 2.664 -0.946 0.023
C -0.995 -1.608 -2.788
C -2.595 0.290 -2.226
C 1.090 -2.900 0.205
C 0.598 -2.828 -1.210
C 1.974 -2.073 0.743
C -1.178 2.331 -0.689
C 0.718 0.191 3.450
C 3.723 0.594 1.705
C 3.799 -0.400 0.833
C 1.893 0.783 3.309
C -1.437 -0.178 -3.105
C -0.469 -1.737 -1.355
C -0.341 -0.009 2.410
H -1.625 2.355 1.167
H -3.774 2.018 -1.754
H 1.773 1.359 1.239
H 0.643 -3.667 0.823
H -0.577 0.474 -2.951
H -0.200 -1.879 -3.486
H 4.748 -0.905 0.698
H 1.428 -2.598 -1.882
H -2.474 0.317 2.168
H 4.611 0.872 2.261
H 0.453 -0.204 4.425
H -1.730 -0.109 -4.155
H -0.391 -1.074 2.163
H 2.548 0.841 4.171
H -2.350 0.102 -1.180
H -0.964 2.641 -2.777
H -0.029 -0.786 -1.052
H 3.037 -1.304 -0.941
H 2.767 2.409 2.261
H -1.995 -0.141 3.799
H 2.240 -2.182 1.786
H -0.087 0.521 1.494
H -1.290 -1.956 -0.670
H -1.824 -2.301 -2.949
H -3.213 1.975 -3.429
H -3.486 -0.296 -2.465
H -2.118 3.729 -1.978
H 1.939 -0.156 -0.183
H -1.677 1.491 3.233
H 0.177 -3.791 -1.509
*
```

ΔE to the lowest compared entry with this formula, charge and spin: 3.9 kcal per mole
SMILES string: CC/C=C\C/C=C\C/C=C\CCCCCCCC(=O)O
DFT total energy: -23247.14847 eV
Lowest unoccupied orbital energy: 0.02968 Eh

3.
A structure of composition C18H31CoN3O3PS, computed with ωB97M-V/def2-TZVPD.

```
! RIJCOSX wB97M-V def2-TZVPD def2/J DEFGRID3
* xyz -1 2
Co 0.764 0.008 1.140
S 2.264 -3.336 1.792
P -0.857 0.294 -0.586
O 1.469 1.729 0.721
O 1.550 3.846 1.409
O -0.814 0.657 4.775
N 0.455 0.792 2.852
N 2.469 -1.059 0.325
N -0.151 -1.569 1.979
C -0.679 1.617 -1.886
C -0.058 -1.764 -2.272
C 4.883 -1.856 -0.827
C -2.562 -1.439 -2.244
C -1.651 1.522 -3.063
C -2.480 0.817 0.144
C -0.319 0.187 3.747
C -3.126 -0.277 0.993
C 0.746 1.811 -2.398
C 4.242 -2.647 0.084
C 0.816 2.183 2.975
C -0.527 -1.282 3.385
C 1.315 2.665 1.615
C 3.010 -2.254 0.674
C -1.261 -1.304 -1.447
C -2.302 2.068 1.008
C 3.129 -0.290 -0.564
C 4.312 -0.627 -1.171
H -1.628 2.458 -3.627
H 1.405 2.090 -1.580
H -2.683 1.344 -2.761
H 0.756 2.621 -3.133
H -3.265 -1.217 0.456
H 4.777 0.053 -1.872
H 0.646 -2.238 1.982
H -1.565 -1.551 3.585
H -1.332 -1.990 -0.596
H -3.402 -0.916 -1.785
H -1.356 0.726 -3.748
H -1.851 2.904 0.474
H -2.449 -1.058 -3.258
H 0.101 -1.878 4.051
H -4.108 0.056 1.339
H -2.838 -2.494 -2.324
H 1.630 2.329 3.694
H 1.128 0.913 -2.889
H -1.671 1.842 1.868
H -0.926 2.520 -1.321
H 2.674 0.665 -0.760
H 0.063 -1.145 -3.164
H -0.011 2.814 3.314
H 4.647 -3.603 0.385
H -3.147 1.054 -0.693
H 0.867 -1.719 -1.695
H 5.820 -2.178 -1.267
H -0.200 -2.796 -2.604
H -2.524 -0.467 1.882
H -0.918 -2.028 1.505
H -3.275 2.397 1.384
*
```

ΔE to the lowest compared entry with this formula, charge and spin: 0.0 kcal per mole
DFT total energy: -87537.67603 eV
Lowest unoccupied orbital energy (alpha / beta): 0.09671 / 0.09667 Eh

4.
A structure of composition C18H31FeN2, computed with ωB97M-V/def2-TZVPD.

```
! RIJCOSX wB97M-V def2-TZVPD def2/J DEFGRID3
* xyz 2 6
Fe 0.000 0.000 0.000
N 1.060 -0.420 2.686
N -0.017 -0.099 1.990
C -0.850 -0.007 -3.322
C -0.638 -0.804 -2.078
C -1.602 -1.157 -1.134
C -0.564 -0.007 4.141
C 0.628 -1.426 -1.716
C 0.759 -0.374 3.996
C 1.420 -3.090 0.108
C 1.743 2.682 -0.819
C 1.725 -0.662 5.099
C -1.021 0.167 2.848
C -3.067 -0.885 -1.172
C 0.452 -2.166 -0.548
C 0.647 4.571 -2.135
C -1.566 -2.582 1.050
C -0.899 -1.884 -0.089
C 1.865 -1.341 -2.547
C -2.388 0.612 2.454
C 0.464 3.490 -1.064
H 1.798 -1.995 -3.420
H 1.431 5.280 -1.845
H 2.451 -2.837 -0.134
H 2.560 3.334 -0.489
H -2.596 1.607 2.901
H 2.070 2.179 -1.737
H -1.764 0.583 -3.275
H -0.276 5.137 -2.296
H 0.142 3.957 -0.125
H -3.472 -0.704 -0.177
H -2.406 -2.009 1.439
H 0.941 4.126 -3.094
H -1.114 0.133 5.063
H -0.027 0.684 -3.511
H -0.345 2.811 -1.364
H 1.832 0.236 5.743
H -1.950 -3.554 0.730
H -2.455 0.699 1.352
H -0.879 -2.756 1.876
H 1.356 -1.511 5.710
H 2.721 -0.922 4.682
H 1.254 -4.123 -0.209
H 1.331 -3.066 1.194
H -3.302 -0.010 -1.777
H 2.751 -1.634 -1.986
H -3.613 -1.732 -1.597
H 2.038 -0.332 -2.922
H -0.924 -0.657 -4.198
H 1.984 -0.659 2.264
H -3.140 -0.116 2.820
H 1.593 1.915 -0.052
*
```

ΔE to the lowest compared entry with this formula, charge and spin: 0.0 kcal per mole
DFT total energy: -56519.71182 eV
Lowest unoccupied orbital energy (alpha / beta): -0.24602 / -0.33797 Eh

5.
A structure of composition C18H32AsCrN3O5S2, computed with ωB97M-V/def2-TZVPD.

```
! RIJCOSX wB97M-V def2-TZVPD def2/J DEFGRID3
* xyz 1 4
As -1.884 0.594 0.128
Cr 0.571 0.764 -0.055
S 0.635 3.170 -0.339
S -0.009 -2.297 0.611
O 2.615 0.736 -3.482
O 0.966 0.610 -1.992
O 2.433 0.906 3.458
O 0.953 -1.259 0.094
O 0.864 0.934 1.871
N 2.246 3.668 -2.351
N 2.479 0.803 -0.021
N 0.092 3.111 -2.929
C 4.532 0.526 -1.157
C -2.745 3.476 0.277
C 5.193 0.579 0.065
C -2.860 -0.770 1.242
C -2.679 2.166 1.061
C -3.289 -2.082 0.580
C 2.075 0.924 2.302
C 0.741 -3.848 -0.031
C 2.200 0.635 -2.343
C 4.469 0.750 1.242
C 0.380 -2.402 2.404
C -4.465 0.714 -1.434
C 3.088 0.851 1.155
C 1.022 3.294 -2.004
C 3.149 0.642 -1.152
C -2.948 0.582 -1.569
C -0.313 -4.931 -0.156
C 1.854 -2.570 2.704
H 2.175 -3.606 2.625
H -0.233 -3.204 2.810
H 1.554 -4.151 0.623
H -2.068 2.317 1.956
H 0.028 -1.443 2.788
H 2.924 3.893 -1.640
H -4.053 -1.899 -0.171
H -3.760 -0.279 1.632
H -2.553 1.414 -2.166
H -1.067 -4.658 -0.891
H 2.055 -2.227 3.716
H -3.715 -2.747 1.330
H 1.146 -3.567 -1.003
H -3.690 1.893 1.386
H -1.752 3.865 0.068
H -3.279 3.354 -0.665
H -4.881 -0.117 -0.873
H 5.047 0.406 -2.097
H -0.805 -5.108 0.798
H -4.925 0.721 -2.421
H -3.273 4.225 0.865
H -2.687 -0.340 -2.101
H -2.216 -0.983 2.101
H 6.266 0.475 0.100
H 0.136 -5.866 -0.483
H 2.546 3.653 -3.315
H -4.736 1.638 -0.927
H 4.944 0.804 2.209
H 2.450 -1.955 2.028
H -0.811 2.757 -2.647
H -2.462 -2.598 0.101
H 0.329 3.057 -3.911
*
```

ΔE to the lowest compared entry with this formula, charge and spin: 26.4 kcal per mole
DFT total energy: -144821.76688 eV
Lowest unoccupied orbital energy (alpha / beta): -0.10536 / -0.11482 Eh

6.
A structure of composition C18H32BN2O2P2Pd, computed with ωB97M-V/def2-TZVPD.

```
! RIJCOSX wB97M-V def2-TZVPD def2/J DEFGRID3
* xyz 1 5
Pd -0.085 -0.208 0.072
P -1.507 0.278 -1.714
P 1.898 -0.354 1.294
O 0.561 3.401 -0.801
O 2.839 3.168 0.452
N 1.432 0.248 -1.548
N -0.371 -2.251 -0.579
C -3.214 0.584 3.016
C -2.571 -1.729 3.294
C 2.199 -2.080 1.733
C -2.089 1.983 -1.725
C -3.432 -0.673 3.590
C -1.008 -3.172 -0.226
C 1.041 0.409 -2.813
C 3.302 0.900 -3.501
C -2.921 -0.795 -1.999
C -0.419 0.193 -3.184
C 1.933 0.646 2.797
C -2.177 0.763 2.086
C 3.105 0.329 0.191
C -1.512 -1.537 2.391
C 2.753 0.383 -1.193
C -1.399 -0.325 1.734
C 3.707 0.718 -2.190
C 1.954 0.749 -3.822
B -1.871 -4.328 0.317
H -1.238 2.663 -1.543
H 1.970 1.711 2.530
H 1.569 0.904 -4.829
H -4.249 -0.820 4.301
H 4.025 1.157 -4.276
H -3.345 -0.588 -2.992
H -0.824 -2.349 2.170
H -3.670 -0.581 -1.226
H -2.008 1.735 1.621
H 3.572 3.789 0.300
H -3.861 1.422 3.278
H -1.890 -5.203 -0.529
H 0.296 1.541 0.469
H 3.227 2.244 0.350
H 2.824 0.385 3.386
H 2.054 -2.707 0.843
H 3.224 -2.193 2.112
H 0.177 4.254 -0.539
H -2.547 2.192 -2.702
H 1.032 0.448 3.391
H 4.746 0.821 -1.876
H -2.618 -1.845 -1.921
H 4.168 0.348 0.455
H -1.361 -4.719 1.355
H 1.468 3.339 -0.339
H -0.566 -0.805 -3.626
H -2.716 -2.713 3.748
H -0.513 1.509 0.215
H -2.990 -3.895 0.544
H -2.837 2.100 -0.930
H -0.747 0.945 -3.915
H 1.479 -2.389 2.504
*
```

DFT total energy: -48982.53558 eV
Lowest unoccupied orbital energy (alpha / beta): -0.09617 / -0.23162 Eh